1.
Formula: CHN3OS
Source: the Open Molecules 2025 dataset
Level of theory: ωB97M-V/def2-TZVPD

ΔE to the lowest compared entry with this formula, charge and spin in kJ/mol: 507.0
Charge: 0
Electronic energy in a.u.: -676.2210

XYZ file:
```
7
CHN3OS (ωB97M-V/def2-TZVPD)
C 0.36804 -0.20702 -0.01487
N 1.28162 0.78119 0.05810
N 0.61647 -1.45311 0.03163
N 2.48691 -1.45129 0.04352
O 3.88158 0.84158 0.07144
S 2.67974 0.03360 -0.08171
H -0.56101 0.24348 -0.06478
```

2.
Formula: CHN4
Source: the Open Molecules 2025 dataset
Level of theory: ωB97M-V/def2-TZVPD

ΔE to the lowest compared entry with this formula, charge and spin in kJ/mol: 229.1
Charge: -1
Electronic energy in a.u.: -257.6986

XYZ file:
```
6
CHN4 (ωB97M-V/def2-TZVPD)
C -0.82321 -0.00605 0.02536
N 0.28658 1.25975 -0.00991
N -0.12671 -1.06317 -0.03093
N 1.39517 0.57835 -0.02200
N 1.21572 -0.76385 0.03126
H -1.94754 -0.00502 0.00623
```

3.
Formula: CHN5O
Source: the Open Molecules 2025 dataset
Level of theory: ωB97M-V/def2-TZVPD

ΔE to the lowest compared entry with this formula, charge and spin in kJ/mol: 0.0
Charge: 0
SMILES: N=C=O.N#N.N#N
Electronic energy in a.u.: -387.8100

XYZ file:
```
8
CHN5O (ωB97M-V/def2-TZVPD)
C 1.01229 -0.45214 -0.87323
N -0.08599 2.46126 -1.08735
N -0.03418 3.37236 -1.70352
N 3.66172 1.10459 0.41491
N 2.88021 1.77287 0.10881
N 0.46705 -1.13638 -0.03992
O 1.41672 -0.03761 -1.87903
H 0.69378 -1.06431 0.92123
```

Respective Kohn-Sham gap values: 9.675 8.622 12.139 eV.
Respective max |F| values: 0.0695 0.0835 0.0551 hartree/bohr.